# 1
116
Properties=species:S:1:pos:R:3:forces:R:3 method="wB97M-V/def2-TZVPD" e_lumo_ev=2.12 relative_energy_ev=1.045 largest_force_ev_per_a=0.5 homo_energy_ev=-5.54 e_tot_ev=-178958.2249 total_charge=-1
Y -0.66493 -1.03504 0.10590 -0.3 -0.3 -0.2
O 1.18845 -2.15522 -0.08804 0.2 0.1 0.1
C 2.27205 -2.35034 0.63202 0.0 0.0 0.0
C 3.04485 -3.51291 0.45607 0.0 0.0 0.0
C 4.17579 -3.73921 1.21527 0.0 0.0 0.0
C 4.58810 -2.82082 2.17954 0.0 0.0 0.0
C 3.84727 -1.66760 2.36156 0.0 0.0 0.0
C 2.70836 -1.41656 1.59945 0.0 0.0 0.1
C 1.95039 -0.17246 1.78246 -0.1 0.1 0.0
N 1.95195 0.51393 2.84299 0.0 0.0 0.0
C 1.13244 1.71661 2.89441 0.0 0.0 0.0
C -0.06502 1.81523 1.93601 0.0 -0.2 0.0
N -0.85159 0.57794 1.94521 0.1 0.0 0.0
C -1.67099 0.39886 2.90840 0.1 0.0 -0.1
C -2.39508 -0.82875 3.19430 0.0 0.1 0.0
C -3.49203 -0.75859 4.06626 0.0 0.0 0.0
C -4.19502 -1.88291 4.43170 0.0 0.0 0.0
C -3.76964 -3.12528 3.94334 0.0 0.0 0.0
C -2.67895 -3.23140 3.11487 0.0 0.0 0.0
C -1.96045 -2.08808 2.69806 0.1 0.1 0.1
O -0.93157 -2.20199 1.91221 -0.1 -0.1 -0.1
H 2.72163 -4.23312 -0.28575 0.0 0.0 0.0
H 4.74798 -4.64646 1.05666 0.0 0.0 0.0
H 5.47547 -3.00372 2.77115 0.0 0.0 0.0
H 4.13605 -0.92614 3.09617 0.0 0.0 0.0
H 1.39447 0.17576 0.89907 0.1 0.0 0.0
H 1.78330 2.58242 2.72537 -0.1 -0.1 0.0
H 0.75884 1.79074 3.92105 0.0 0.0 0.0
H 0.27177 2.03077 0.91880 0.0 -0.1 0.1
H -0.67782 2.66557 2.25345 0.0 0.0 0.0
H -1.84549 1.22424 3.61051 0.0 0.0 0.0
H -3.78556 0.21449 4.44734 0.0 0.0 0.0
H -5.05025 -1.81148 5.08980 0.0 0.0 0.0
H -4.30829 -4.02237 4.22691 0.0 0.0 0.0
H -2.34561 -4.19062 2.74032 0.0 0.0 0.0
C -0.44700 -4.07953 -1.61079 0.0 0.0 0.0
O -0.83838 -2.75347 -1.92945 0.0 0.1 0.0
C -0.20363 -2.24979 -3.08748 0.1 -0.1 0.0
C -0.85525 -0.92410 -3.38274 0.0 0.0 0.0
O -0.69051 -0.06960 -2.26257 0.1 0.0 0.1
C -0.03403 1.18076 -2.50292 -0.2 0.0 -0.1
C 1.45898 1.02507 -2.59051 -0.1 -0.1 -0.1
O 1.85065 0.36619 -1.41210 0.0 0.0 -0.1
C 3.25584 0.34796 -1.25102 0.1 0.0 0.0
H -0.79438 -4.76459 -2.39107 0.0 0.0 0.0
H 0.63575 -4.14199 -1.49635 0.0 0.0 0.0
H -0.91780 -4.33045 -0.66245 0.0 0.0 0.0
H 0.86987 -2.12949 -2.89625 0.0 0.0 0.0
H -0.34853 -2.93648 -3.93147 0.0 0.0 0.0
H -0.42644 -0.47221 -4.28013 0.0 0.0 0.0
H -1.92866 -1.06863 -3.53893 0.0 0.0 0.0
H -0.45105 1.65153 -3.39716 0.0 0.0 0.0
H -0.26597 1.80663 -1.64878 0.0 0.2 0.1
H 1.76501 0.44201 -3.47478 0.0 0.0 0.0
H 1.90740 2.02306 -2.65445 0.0 0.0 0.0
H 3.64511 1.36747 -1.16560 0.0 0.0 0.0
H 3.47677 -0.20607 -0.34228 0.1 0.0 -0.1
H 3.73146 -0.15753 -2.10076 0.0 0.0 0.0
F -0.36118 7.57662 1.56326 0.0 0.0 -0.1
C -1.22949 6.85247 0.83422 0.0 0.1 0.0
C -0.79840 5.68666 0.22556 -0.1 -0.1 -0.1
C -1.76015 4.98816 -0.48350 0.0 0.2 0.0
F -1.47035 3.85571 -1.11935 0.2 -0.2 -0.1
C -3.07336 5.42391 -0.59102 0.0 0.1 0.1
F -3.96685 4.73406 -1.30168 -0.1 -0.1 0.0
C -3.45548 6.59545 0.03384 0.0 -0.1 0.0
F -4.71257 7.02949 -0.06090 0.0 0.0 0.0
C -2.52712 7.31891 0.75883 0.1 0.0 0.0
F -2.89618 8.44879 1.37006 0.0 0.0 0.0
Ge 1.12924 5.18590 0.39428 0.0 0.1 0.0
S 1.88721 3.38786 -0.38694 0.0 0.3 -0.1
C 1.89411 6.86013 -0.39198 0.0 0.0 0.0
C 2.45647 7.92604 0.28421 0.0 0.1 0.1
F 2.49911 7.94973 1.62505 0.1 -0.1 0.0
C 2.98202 9.03423 -0.36177 0.0 0.0 0.0
F 3.52338 10.04065 0.33294 0.0 0.0 0.0
C 2.93247 9.10275 -1.74188 0.0 -0.1 0.1
F 3.42440 10.16481 -2.38099 0.0 0.0 0.0
C 2.35549 8.06813 -2.45515 0.0 0.0 0.0
F 2.28660 8.13907 -3.78859 0.0 0.0 0.0
C 1.84860 6.97837 -1.77048 0.0 0.0 -0.1
F 1.26707 6.01896 -2.50467 0.0 0.0 0.0
C 1.47713 5.24620 2.35373 0.0 0.0 0.0
C 2.79175 5.14642 2.77611 0.1 0.0 0.0
F 3.78391 5.18429 1.87869 0.0 0.1 0.0
C 3.15033 4.99954 4.10353 0.0 0.0 0.0
F 4.43289 4.92076 4.46467 0.0 0.0 0.0
C 2.15944 4.93403 5.06837 0.0 0.0 -0.1
F 2.48133 4.78875 6.35304 0.0 0.0 0.0
C 0.83453 5.01884 4.68755 0.0 0.0 0.0
F -0.13074 4.93690 5.60911 0.0 0.0 0.0
C 0.52258 5.17163 3.34659 -0.1 0.0 0.0
F -0.78943 5.22790 3.04536 0.0 -0.1 0.1
C -9.11384 -0.53535 -1.17546 0.0 0.0 0.0
C -7.62639 -0.59219 -0.95816 0.0 0.0 0.0
C -6.98900 0.31297 -0.12584 0.0 0.0 0.0
C -5.61355 0.27277 0.09119 0.0 0.0 0.0
C -5.00170 1.29639 1.01102 0.0 0.0 0.0
C -4.86344 -0.72809 -0.53745 0.0 0.1 0.0
C -5.49000 -1.66934 -1.36693 0.0 0.0 0.0
C -4.72283 -2.76300 -2.06327 0.0 -0.1 0.0
C -6.85869 -1.57307 -1.57476 0.0 0.0 0.0
C -3.37768 -0.78721 -0.33816 0.0 0.0 0.0
O -2.70230 0.27296 -0.34033 0.0 0.1 0.1
O -2.81771 -1.91313 -0.18009 0.0 0.0 0.0
H -9.53306 0.39222 -0.78643 0.0 0.0 0.0
H -9.61333 -1.36565 -0.67099 0.0 0.0 0.0
H -9.36115 -0.60209 -2.23622 0.0 0.0 0.0
H -7.57294 1.07995 0.37204 0.0 0.0 0.0
H -5.78557 1.80160 1.57676 0.0 0.0 0.0
H -4.43796 2.03694 0.44638 0.0 0.0 0.0
H -4.30578 0.83583 1.71163 0.0 0.0 0.0
H -3.93795 -2.35346 -2.70277 0.0 0.0 0.0
H -5.39739 -3.35518 -2.68220 0.0 0.0 0.0
H -4.22389 -3.41190 -1.34616 0.0 0.0 0.0
H -7.34014 -2.29069 -2.23174 0.0 0.0 0.0


# 2
103
Properties=species:S:1:pos:R:3:forces:R:3 method="wB97M-V/def2-TZVPD" e_lumo_ev="-0.86 / -2.87" spin_multiplicity=3 relative_energy_ev=0.246 largest_force_ev_per_a=0.9 homo_energy_ev="-5.54 / -7.62" e_tot_ev=-72048.9382
Au -0.05740 0.85671 -0.08441 0.1 0.7 0.6
C -6.70398 -0.00317 1.22525 0.1 0.0 0.0
C -5.23661 -0.27892 1.53278 -0.1 0.0 -0.1
C -4.20382 0.45984 0.73895 0.0 0.2 -0.2
C -4.26786 1.30373 -0.34423 -0.1 -0.1 0.3
C -5.43379 1.87279 -1.09323 0.0 -0.2 -0.2
C -5.58928 1.26345 -2.49224 -0.1 0.1 0.1
C -2.91468 1.62606 -0.68407 0.1 0.1 0.1
C -2.53810 2.61163 -1.62635 0.3 0.2 -0.2
C -1.25797 2.99090 -1.86936 -0.6 -0.5 0.2
C -0.85581 4.18647 -2.60825 0.5 0.2 -0.3
C -1.80568 5.25649 -3.04135 0.0 0.0 0.2
C -2.40375 5.99107 -1.83201 0.1 0.0 -0.1
C 0.49291 4.16628 -2.68482 -0.6 0.2 -0.2
C 0.93999 2.95039 -2.00947 0.5 -0.6 0.1
C 2.24294 2.51924 -1.97841 -0.3 0.2 -0.1
C 2.72734 1.45300 -1.21781 -0.2 0.0 0.1
N 1.94608 0.74302 -0.32682 0.2 -0.1 -0.2
C 2.75039 -0.17044 0.27057 -0.2 -0.1 0.2
C 2.36360 -1.02603 1.32567 -0.1 -0.1 0.1
C 1.15263 -1.02470 1.94254 0.3 0.1 -0.5
N 0.04897 -0.31301 1.55463 0.2 -0.2 0.2
C -0.99728 -0.74353 2.32510 -0.6 0.3 -0.3
C -2.31332 -0.44805 2.11676 0.3 -0.2 0.2
C -2.80847 0.29475 1.04436 0.1 0.0 0.0
N -2.04738 1.00293 0.15675 -0.3 -0.2 -0.1
C -0.50411 -1.66732 3.34338 0.6 -0.3 0.1
C 0.81321 -1.84136 3.10902 -0.5 -0.1 0.2
C 1.80767 -2.63076 3.89378 0.0 0.2 0.0
C 2.75716 -1.71269 4.67779 0.0 -0.1 0.0
C -1.32079 -2.26250 4.44408 0.1 0.2 0.1
C -1.13417 -1.49149 5.75707 -0.1 -0.1 -0.1
C 4.07989 -0.05468 -0.23481 0.1 0.3 -0.2
C 4.07497 0.97131 -1.15771 0.1 -0.4 0.2
C 5.32133 1.39375 -1.88801 -0.1 0.1 -0.1
C 5.29842 2.64350 -2.76522 0.1 -0.1 0.1
C 5.26078 -0.85932 0.20912 0.0 -0.1 -0.2
C 5.69832 -1.90708 -0.82169 0.0 0.0 0.1
N -0.13302 2.29501 -1.47962 0.0 0.3 -0.2
C 1.41855 5.20802 -3.22837 0.0 -0.1 0.2
C 2.19679 5.89745 -2.09868 0.0 0.0 -0.1
H -7.32809 -0.59498 1.89477 0.0 0.0 0.0
H -6.95151 -0.28142 0.20108 -0.1 0.0 0.0
H -6.95583 1.04547 1.38431 0.0 0.0 0.0
H -5.03659 -1.34471 1.37841 0.0 0.0 0.1
H -5.06622 -0.07403 2.59424 0.0 -0.1 0.0
H -5.30180 2.95543 -1.18711 -0.1 0.0 0.1
H -6.35052 1.71219 -0.53543 0.0 0.1 0.0
H -4.71203 1.45617 -3.11023 0.0 0.0 0.0
H -6.46116 1.68922 -2.99118 0.0 0.0 0.0
H -5.71768 0.18302 -2.42816 0.0 0.0 0.0
H -3.32600 3.14317 -2.13823 0.0 0.1 0.1
H -2.60638 4.81939 -3.64373 0.0 0.0 0.0
H -1.27859 5.97345 -3.67074 0.0 -0.1 -0.1
H -2.96526 5.30488 -1.20077 0.0 0.0 0.0
H -3.06661 6.79530 -2.15147 0.0 0.0 0.0
H -1.60862 6.42376 -1.22333 0.0 0.0 0.0
H 2.93717 3.05144 -2.60234 0.0 0.1 0.1
H 3.10224 -1.72734 1.68074 0.0 0.1 0.1
H -3.03331 -0.90730 2.77444 0.0 0.0 0.0
H 2.38691 -3.26608 3.21865 0.0 -0.1 0.0
H 1.28153 -3.28434 4.59111 0.0 -0.1 -0.1
H 3.37405 -1.12305 4.00081 0.0 0.0 0.0
H 3.41435 -2.29611 5.32330 0.0 0.0 0.0
H 2.19026 -1.02085 5.30160 0.0 0.0 0.0
H -1.02229 -3.30268 4.58942 -0.1 0.0 0.0
H -2.37580 -2.26098 4.17114 0.0 -0.1 0.0
H -0.09873 -1.55207 6.09308 0.0 0.0 0.0
H -1.76986 -1.90328 6.54158 0.0 0.0 0.0
H -1.38951 -0.44011 5.62052 0.0 0.0 0.0
H 5.64066 0.55627 -2.51352 0.0 0.0 0.0
H 6.10350 1.52086 -1.13243 0.0 -0.1 0.0
H 4.64856 2.50611 -3.62912 0.0 0.1 0.0
H 6.30613 2.83273 -3.13536 0.0 0.0 0.0
H 4.98793 3.52598 -2.20491 0.0 0.0 0.0
H 5.03105 -1.37030 1.14382 0.1 0.1 0.1
H 6.09858 -0.18541 0.41064 0.0 0.0 0.1
H 4.87513 -2.58317 -1.05335 0.0 0.0 0.0
H 6.53163 -2.49430 -0.43404 0.0 0.0 0.0
H 6.02521 -1.43968 -1.74907 0.0 0.0 0.0
H 0.84101 5.95463 -3.77304 0.0 -0.1 -0.1
H 2.11492 4.74981 -3.93594 0.0 0.0 0.0
H 1.50525 6.36604 -1.39743 0.0 0.0 0.0
H 2.86130 6.66699 -2.49183 0.0 0.0 0.0
H 2.79235 5.17561 -1.54191 0.0 0.0 0.0
C 1.28965 -7.73650 0.15565 -0.1 0.1 0.0
C 0.69417 -6.38773 -0.15331 0.0 0.0 0.0
C 0.99304 -5.73110 -1.34410 0.0 0.1 0.0
C 0.38878 -4.52289 -1.66016 0.1 -0.1 0.1
C -0.51481 -3.96331 -0.77379 -0.4 0.3 -0.2
C -0.82037 -4.59226 0.41953 0.1 -0.1 0.1
C -0.21459 -5.80340 0.72480 0.1 0.1 0.0
S -1.35984 -2.45312 -1.25570 0.5 -0.1 -0.2
O -2.47581 -2.32237 -0.33366 -0.1 0.2 0.2
O -1.72813 -2.64650 -2.64120 0.0 0.0 0.0
O -0.32284 -1.41254 -1.07969 -0.3 -0.5 -0.2
H 2.14411 -7.94892 -0.48551 0.0 0.0 0.0
H 0.53842 -8.51102 -0.01481 0.1 -0.1 0.0
H 1.60835 -7.80707 1.19600 0.0 0.0 0.0
H 1.69770 -6.17959 -2.03517 0.0 0.0 0.0
H 0.59048 -4.01382 -2.59330 0.0 0.0 0.0
H -1.54243 -4.13393 1.08335 0.0 0.0 0.0
H -0.45790 -6.31237 1.65140 0.0 0.0 0.0


# 3
13
Properties=species:S:1:pos:R:3:forces:R:3 method="wB97M-V/def2-TZVPD" e_lumo_ev=0.62 relative_energy_ev=3.801 largest_force_ev_per_a=4.8 homo_energy_ev=-8.56 e_tot_ev=-10032.5159
C 0.85633 1.27931 -0.03971 0.0 -2.1 -3.7
C -2.10134 0.02887 0.39745 0.6 -0.3 -0.4
C 1.05667 -1.00755 0.44467 3.8 -1.8 -2.2
O -2.09561 -0.58357 -0.77441 1.7 -0.3 0.9
O 1.65214 0.19542 0.44131 0.6 0.5 -0.4
F 0.55145 -1.41511 -0.85001 -0.1 0.3 -0.3
H 1.52333 2.08237 -0.09257 0.8 1.4 0.1
H -0.01933 1.49038 0.50923 -0.9 0.1 0.9
H 0.55771 1.00338 -1.16704 0.4 0.8 2.4
H -2.77996 0.94371 0.37394 -0.1 -1.0 -0.7
H 1.86924 -1.82655 0.57462 -1.6 1.5 0.7
H 0.20780 -0.94068 0.97262 -3.0 -0.6 2.6
H -1.27842 -1.24998 -0.79009 -2.2 1.6 0.1